A 8-piece molecular cluster, C22H63N5O10 overall in a non-equilibrium geometry. Source: OMol25; level of theory: wB97M-V/def2-TZVPD.

Structure (XYZ):
```
100
C22H63N5O10 | OMol25 | wB97M-V/def2-TZVPD
O -0.2047 0.1361 -0.4138
H -0.4977 -0.1689 0.4142
H -0.1997 1.1061 -0.4208
H -0.9497 -0.3339 -1.1078
C -1.2117 2.8911 -0.8458
O -0.0787 2.6851 -1.1518
O -2.0077 3.8331 -1.4768
O -1.8327 2.2261 -0.0448
H -1.3807 4.2441 -2.0398
C 3.3193 2.4661 2.1402
C 1.9903 2.9511 2.3282
C 1.7733 4.4771 2.1132
O 2.4953 5.1211 3.1442
C 2.1583 6.4861 3.1802
N 1.1403 2.2061 1.3522
H 3.9853 3.2181 2.6652
H 3.5933 2.6671 0.9092
H 3.5343 1.3961 2.2862
H 1.7163 2.7601 3.3872
H 0.6633 4.7761 2.1872
H 2.0573 4.6841 1.0982
H 2.2783 6.8971 2.1242
H 2.9063 7.0051 3.7432
H 1.0483 6.6861 3.5642
H 1.2013 2.6461 0.4102
H 0.1633 2.3921 1.5662
C 3.5603 1.7681 -2.1868
C 3.0983 2.7781 -3.2138
C 2.0983 2.1311 -4.2778
O 3.0283 1.3211 -5.0358
C 2.3563 0.7081 -6.0578
N 2.1903 3.6101 -2.4118
H 2.9823 1.1111 -1.5448
H 4.3413 2.5541 -1.5248
H 4.2593 1.2411 -2.7728
H 4.0223 3.2801 -3.7328
H 1.6943 2.7941 -4.6828
H 1.4753 1.3961 -4.0138
H 1.5583 0.0501 -5.9508
H 3.1213 0.2881 -6.4848
H 1.9083 1.4251 -6.5328
H 1.8963 4.3601 -2.6868
H 1.3883 3.1951 -1.7178
C -0.1157 -0.2049 3.7432
C -0.5957 -1.6389 3.1512
C -1.8457 -2.0509 4.0712
O -1.3077 -2.4979 5.3152
C -2.3007 -2.9899 6.1992
N -1.0417 -1.3819 1.7732
H -0.6317 0.6841 3.6272
H 0.8793 -0.0419 3.0242
H 0.1653 -0.3319 4.7702
H 0.2393 -2.2089 3.2212
H -2.2307 -2.8499 3.5782
H -2.5927 -1.3349 4.2492
H -2.8147 -2.2179 6.6322
H -1.8747 -3.4819 7.0982
H -2.9377 -3.7319 5.5942
H -1.8487 -0.8439 1.6322
H -1.2527 -2.3869 1.4442
C -1.9047 0.4421 -3.5368
C -2.0897 -1.0009 -3.0558
C -0.8187 -1.8329 -3.5698
O 0.2283 -1.4179 -2.7428
C 1.6113 -1.8699 -3.1508
N -2.1507 -1.0829 -1.6588
H -0.8927 0.8311 -3.2588
H -2.4287 1.3551 -2.9268
H -2.1887 0.3541 -4.5228
H -2.9877 -1.2759 -3.6218
H -0.5617 -1.7999 -4.5968
H -1.0347 -2.8159 -3.4238
H 2.1703 -1.6299 -2.3428
H 1.9673 -1.1839 -3.8628
H 1.5703 -3.1199 -3.5018
H -2.3207 -2.2099 -1.4078
H -3.0767 -0.7279 -1.3748
C 0.7303 -3.7009 -0.4398
C 0.2173 -4.8269 0.5852
C -1.2957 -5.0899 0.4862
O -1.9297 -3.7569 0.6342
C -3.3157 -3.7509 0.3972
N 0.9213 -6.0459 0.1722
H 0.5573 -2.6019 -0.0628
H 0.3173 -3.9209 -1.4218
H 1.7823 -3.7569 -0.6448
H 0.7463 -4.6749 1.4712
H -1.5047 -5.9619 1.3752
H -1.5397 -5.4199 -0.4598
H -3.9547 -4.1819 1.1782
H -3.5677 -4.3069 -0.4408
H -3.4877 -2.6989 0.0642
H 0.3393 -6.7679 0.7482
H 1.8563 -6.0969 0.4132
C -3.8997 1.0751 2.4492
O -3.3677 0.5151 1.3952
H -3.9947 2.1901 2.4772
H -3.4097 0.9461 3.4472
H -4.8887 0.7131 2.4022
H -2.9397 1.1461 0.9202
```

Output
Lowest unoccupied orbital energy, eV: 0.20
HOMO energy, hartree: -0.2802
E_tot, eV: -51746.0708
Gap between HOMO and LUMO, eV: 7.83